Molecular formula: C22H46N5O7PSi
Method: DFT, wB97M-V/def2-TZVPD

Calculated values
Energy relative to the best compared isomer or geometry (same formula, charge and spin) in kcal/mol: 0.00
E in eV: -62509.726
Net charge: 0
Kohn-Sham gap in Ha: 0.303

Each line ends with the Löwdin charge.
Cartesian coordinates (Å):
P1 -8.012 2.105 1.041  0.622
C1 -4.863 4.141 1.103  -0.084
H1 -1.803 -3.256 -2.758  0.090
H2 2.896 1.227 -4.385  0.086
H3 -3.320 -4.711 -4.237  0.088
H4 -0.811 -2.625 -4.095  0.094
H5 6.366 3.279 2.311  0.090
C2 4.184 1.194 1.400  -0.340
C3 2.828 -0.737 -2.412  -0.027
H6 2.120 -3.942 -1.578  0.140
C4 5.278 3.191 2.292  -0.055
H7 -6.196 4.021 3.648  0.076
C5 -4.489 3.756 2.359  -0.327
C6 -0.967 -3.468 -3.419  -0.031
C7 5.302 1.010 3.523  -0.033
H8 5.915 0.168 3.200  0.094
N1 2.495 -3.606 0.401  -0.171
H9 3.926 1.870 0.567  0.136
H10 -1.595 1.984 2.265  0.054
H11 -5.901 4.088 0.787  0.084
H12 3.605 -5.120 -0.527  0.086
Si1 -6.393 1.709 2.560  0.537
N2 -1.232 -4.668 -4.198  -0.200
H13 1.864 -0.253 -2.548  0.091
H14 -2.822 3.596 3.708  0.124
H15 1.502 -0.007 2.655  0.115
H16 2.244 -0.269 -5.093  0.089
H17 3.206 -5.408 1.178  0.089
C8 0.315 0.190 0.397  -0.059
C9 -5.522 3.221 3.324  -0.306
H18 5.451 -0.880 -4.531  0.130
C10 4.898 -1.081 -3.597  -0.361
H19 4.904 3.637 1.372  0.083
H20 -2.531 -6.245 -4.655  0.081
C11 -1.596 1.005 1.803  -0.035
O1 0.073 0.627 3.956  -0.006
H21 -0.595 -6.003 -5.616  0.130
H22 5.869 1.632 4.211  0.086
O2 5.384 -1.726 -2.686  0.006
C12 -2.276 4.386 1.816  -0.114
H23 -0.288 -0.585 -0.069  0.077
H24 -5.023 2.863 4.232  0.069
H25 -2.045 1.068 0.814  0.093
C13 -3.172 3.879 2.722  -0.068
O3 0.764 -4.533 -5.276  0.007
H26 -5.353 0.934 1.847  -0.040
C14 -2.652 4.736 0.557  -0.098
H27 -7.048 0.908 3.616  -0.068
H28 -1.236 4.514 2.099  0.115
H29 2.396 -1.794 1.428  0.043
C15 3.499 -4.651 0.448  -0.045
H30 -2.182 0.328 2.429  0.095
H31 1.337 -0.165 0.486  0.050
O4 -7.356 2.075 -0.477  -0.368
H32 4.860 3.731 3.143  0.091
O5 -8.570 3.675 1.242  -0.361
N3 -0.233 0.512 1.705  -0.176
H33 4.459 -4.222 0.741  0.094
N4 3.664 -0.544 -3.588  -0.190
O6 3.840 0.025 1.414  -0.009
H34 0.302 1.087 -0.229  0.091
H35 -4.299 4.891 -0.807  0.108
C16 -2.483 -5.373 -4.005  -0.062
O7 0.976 -2.439 -0.824  -0.028
H36 -2.566 -5.701 -2.967  0.089
C17 2.200 -2.848 1.607  -0.026
H37 3.332 -0.317 -1.538  0.092
H38 3.884 0.268 -5.505  0.081
C18 -3.968 4.615 0.185  -0.076
C19 -0.301 -5.086 -5.075  -0.363
H39 -0.063 -3.604 -2.829  0.066
H40 2.819 -3.198 2.429  0.094
H41 2.681 -1.797 -2.247  0.060
C20 0.481 0.370 2.834  -0.353
H42 -7.334 2.959 -0.872  0.045
H43 4.418 0.619 4.028  0.094
N5 4.898 1.794 2.366  -0.193
H44 1.145 -2.971 1.863  0.099
C21 3.145 0.213 -4.708  -0.060
H45 -1.948 5.121 -0.172  0.106
C22 1.828 -3.311 -0.720  -0.356
H46 -8.393 3.900 2.166  0.026

Forces on atoms 1 to 2 (eV/Å):
-1.742 -1.338 -0.501
-1.285 0.123 -1.022